{
  "formula": "C3H4N2O",
  "method": "ωB97M-V with the def2-TZVPD basis set",
  "homo_ev": -9.0,
  "relative_energy_ev": 2.9089,
  "molar_mass_g_mol": 84.078,
  "e_lumo_ev": 0.8,
  "fmax_ev_per_a": 2.4,
  "smiles": "[H]/N=c1\\cc[nH]o1",
  "elements": ["H", "H", "C", "N", "H", "O", "C", "C", "N", "H"],
  "xyz": [[-2.532, 0.784, -0.011], [2.327, 1.167, 0.158], [-0.833, 0.071, -0.003], [1.390, -0.737, -0.119], [1.865, -1.180, 0.728], [-0.059, -1.087, -0.032], [0.121, 1.205, -0.039], [1.370, 0.702, 0.016], [-2.101, -0.150, 0.050], [-0.163, 2.268, 0.025]],
  "nbo_charge": [0.336, 0.223, 0.498, -0.290, 0.373, -0.351, -0.367, 0.008, -0.673, 0.243]
}

---

{
  "formula": "C3H4N2O",
  "method": "ωB97M-V with the def2-TZVPD basis set",
  "homo_ev": -8.7,
  "relative_energy_ev": 4.5598,
  "molar_mass_g_mol": 84.078,
  "e_lumo_ev": -0.8,
  "fmax_ev_per_a": 0.4,
  "elements": ["H", "O", "H", "C", "N", "N", "H", "H", "C", "C"],
  "xyz": [[0.151, 0.843, -1.846], [-1.361, 1.383, 0.412], [0.646, 1.274, 0.751], [0.016, -0.592, 1.174], [0.209, 0.284, -1.005], [0.785, -0.859, -1.021], [1.124, -2.363, 0.382], [-2.087, 0.756, 0.536], [0.706, -1.374, 0.240], [-0.189, 0.647, 0.376]],
  "nbo_charge": [0.409, -0.679, 0.245, -0.119, -0.314, -0.056, 0.211, 0.485, -0.252, 0.071]
}

---

{
  "formula": "C3H4N2O",
  "method": "ωB97M-V with the def2-TZVPD basis set",
  "homo_ev": -8.2,
  "relative_energy_ev": 2.9758,
  "molar_mass_g_mol": 84.078,
  "e_lumo_ev": 0.5,
  "fmax_ev_per_a": 8.6,
  "smiles": "Oc1cnc[nH]1",
  "elements": ["H", "N", "H", "C", "C", "H", "O", "H", "N", "C"],
  "xyz": [[1.713, 1.028, 0.433], [0.682, 0.631, 0.415], [-1.952, -1.021, -0.692], [-0.940, -0.803, -0.317], [-0.059, 0.132, 1.508], [0.371, -0.262, -2.386], [0.519, 0.654, -1.802], [0.376, 0.220, 2.414], [-0.900, -0.623, 1.109], [0.190, 0.044, -0.681]],
  "nbo_charge": [0.421, -0.579, 0.237, -0.278, 0.172, 0.493, -0.637, 0.177, -0.421, 0.416]
}

---

{
  "formula": "C3H4N2O",
  "method": "ωB97M-V with the def2-TZVPD basis set",
  "homo_ev": -8.9,
  "relative_energy_ev": 2.4501,
  "molar_mass_g_mol": 84.078,
  "e_lumo_ev": 0.7,
  "fmax_ev_per_a": 0.8,
  "smiles": "Nc1ccno1",
  "elements": ["H", "O", "C", "H", "N", "C", "N", "H", "C", "H"],
  "xyz": [[-0.871, -2.089, 0.075], [-0.644, 0.798, -0.995], [0.937, -0.146, 0.249], [1.584, -0.866, 0.729], [-0.038, 1.838, -0.306], [-0.159, -0.359, -0.531], [-1.099, -1.378, -0.609], [-1.924, -0.895, -0.257], [0.871, 1.259, 0.431], [1.342, 1.838, 1.213]],
  "nbo_charge": [0.377, -0.310, -0.436, 0.237, -0.147, 0.494, -0.799, 0.388, -0.021, 0.217]
}

---

{
  "formula": "C3H4N2O",
  "method": "ωB97M-V with the def2-TZVPD basis set",
  "homo_ev": -9.5,
  "relative_energy_ev": 5.8350,
  "molar_mass_g_mol": 84.078,
  "e_lumo_ev": 0.6,
  "fmax_ev_per_a": 4.9,
  "elements": ["N", "H", "O", "C", "H", "C", "C", "H", "N", "H"],
  "xyz": [[0.805, 0.697, 0.336], [-0.873, -2.149, -0.408], [1.436, -0.091, -0.703], [-0.545, 1.181, -0.058], [-0.839, 1.742, 0.805], [0.766, -0.715, 0.305], [-0.575, -1.065, -0.220], [-0.379, 1.981, -0.945], [-1.240, 0.012, -0.477], [1.443, -1.593, 1.364]],
  "nbo_charge": [-0.171, 0.217, -0.371, -0.124, 0.223, 0.184, 0.054, 0.221, -0.386, 0.153]
}

---

{
  "formula": "C3H4N2O",
  "method": "ωB97M-V with the def2-TZVPD basis set",
  "homo_ev": -8.2,
  "relative_energy_ev": 3.6291,
  "molar_mass_g_mol": 84.078,
  "e_lumo_ev": -0.2,
  "fmax_ev_per_a": 0.4,
  "elements": ["H", "H", "C", "N", "C", "H", "O", "C", "H", "N"],
  "xyz": [[1.234, -1.202, 1.679], [-2.064, 0.623, -1.259], [-1.158, 0.178, -0.851], [-0.479, 0.771, 0.111], [0.739, -0.031, 0.278], [-0.687, 1.666, 0.528], [1.065, -0.251, 1.609], [0.465, -1.271, -0.565], [1.543, 0.512, -0.251], [-0.659, -0.993, -1.279]],
  "nbo_charge": [0.495, 0.202, 0.357, -0.545, 0.079, 0.424, -0.696, 0.083, 0.196, -0.595]
}